No. 1
{
  "formula": "C8H7NO2",
  "method": "wB97M-V/def2-TZVPD",
  "elements": ["C", "C", "C", "C", "C", "C", "C", "C", "H", "H", "H", "H", "H", "H", "H", "N", "O", "O"],
  "xyz": [[0.64419, 0.94657, 2.65641], [0.58649, 0.53147, 1.17312], [1.71202, 0.25462, 0.24342], [1.60039, -0.41474, -1.03329], [0.27448, -0.54904, -1.41947], [-1.58542, -1.06081, -2.60870], [-0.86674, -0.19201, -0.65572], [-0.63289, 0.32739, 0.66678], [1.64280, 0.69058, 3.11523], [-0.18421, 0.53377, 3.22096], [0.50976, 2.04762, 2.90927], [2.73758, 0.44159, 0.47107], [2.48684, -0.56318, -1.61746], [-2.98730, -0.90470, -0.85428], [-1.44985, 0.79116, 1.37703], [-1.99612, -0.37262, -1.42923], [-0.12904, -1.16188, -2.75857], [-2.36299, -1.34578, -3.45657]],
  "largest_force_ha_per_bohr": 0.1051,
  "multiplicity": 1,
  "charge": 0,
  "homo_lumo_gap_ev": 8.8,
  "homo_ev": -8.503,
  "e_tot_ev": -13992.654,
  "de_lowest_ev": 2.2047
}

---

No. 2
{
  "formula": "C24H33MgNO8P",
  "method": "wB97M-V/def2-TZVPD",
  "elements": ["Mg", "O", "C", "O", "C", "C", "C", "C", "C", "N", "H", "H", "H", "H", "C", "C", "C", "C", "C", "C", "C", "C", "C", "C", "O", "O", "H", "H", "H", "H", "H", "H", "H", "H", "H", "H", "H", "C", "C", "C", "C", "O", "P", "O", "O", "O", "C", "C", "C", "C", "H", "H", "H", "H", "H", "H", "H", "H", "H", "H", "H", "H", "H", "H", "H", "H", "H", "H"],
  "xyz": [[0.79461, -1.30333, 0.12438], [0.65866, -3.89396, 2.98607], [1.04213, -3.08242, 2.15153], [0.59043, -1.91369, 1.90806], [2.23691, -3.45568, 1.27439], [3.29297, -4.22556, 1.74147], [4.37517, -4.43329, 0.90450], [4.35478, -3.88354, -0.37259], [3.25541, -3.13699, -0.75840], [2.22093, -2.92532, 0.05116], [3.25072, -4.62419, 2.74505], [5.23024, -5.00817, 1.23771], [5.18363, -4.02550, -1.05242], [3.20146, -2.66429, -1.73185], [2.09236, 4.79349, 3.24543], [2.17902, 3.78525, 2.12792], [1.45103, 3.95673, 0.95877], [1.50669, 3.03324, -0.07808], [0.67258, 3.23925, -1.31417], [2.30823, 1.89812, 0.06582], [3.03944, 1.69778, 1.24247], [3.90224, 0.47639, 1.44981], [2.97048, 2.65251, 2.25117], [2.37848, 0.88585, -1.06312], [2.72193, 1.25200, -2.18312], [2.02061, -0.30648, -0.75421], [1.64191, 5.72179, 2.89390], [3.08006, 5.01873, 3.65082], [1.47722, 4.40629, 4.06135], [0.81778, 4.83295, 0.85682], [0.11982, 4.17720, -1.25222], [-0.03679, 2.41420, -1.42048], [1.30293, 3.24514, -2.20213], [4.33684, 0.13309, 0.51279], [3.29173, -0.33879, 1.84679], [4.70198, 0.68763, 2.16051], [3.54286, 2.50347, 3.16246], [-3.04889, 1.11513, -3.69509], [-2.32137, -0.09681, -3.11885], [-3.25186, -1.31199, -3.13235], [-1.04654, -0.37400, -3.91392], [-1.97373, 0.30480, -1.77547], [-1.48563, -0.66809, -0.58954], [-0.71120, -1.85725, -1.09225], [-0.70615, 0.18124, 0.35822], [-2.85048, -1.25619, 0.02509], [-3.64183, -0.63336, 1.06580], [-4.96305, -1.39597, 1.03450], [-3.89150, 0.84878, 0.77552], [-2.95164, -0.81926, 2.41616], [-3.35625, 0.92279, -4.72395], [-2.39079, 1.98472, -3.67159], [-3.93259, 1.33294, -3.09258], [-3.47989, -1.59593, -4.16059], [-4.18348, -1.07557, -2.61500], [-2.77828, -2.15099, -2.62521], [-1.29803, -0.61766, -4.94773], [-0.50510, -1.20194, -3.46038], [-0.39715, 0.50277, -3.89352], [-5.43207, -1.28711, 0.05465], [-5.64166, -1.01206, 1.79755], [-4.78140, -2.45574, 1.21730], [-4.43925, 0.96242, -0.16233], [-2.94126, 1.37372, 0.69082], [-4.47427, 1.29629, 1.58159], [-2.83787, -1.88203, 2.63466], [-3.53581, -0.34732, 3.20827], [-1.95846, -0.37621, 2.38187]],
  "largest_force_ha_per_bohr": 0.0353,
  "multiplicity": 1,
  "charge": -1,
  "homo_lumo_gap_ev": 8.4,
  "homo_ev": -5.658,
  "e_tot_ev": -58039.982
}

---

No. 3
{
  "formula": "C34H46N4O4PdS",
  "method": "wB97M-V/def2-TZVPD",
  "elements": ["Pd", "C", "C", "C", "C", "C", "C", "C", "N", "C", "C", "C", "C", "C", "C", "O", "C", "C", "C", "C", "C", "C", "C", "C", "C", "O", "C", "C", "C", "C", "C", "C", "H", "H", "H", "H", "H", "H", "H", "H", "H", "H", "H", "H", "H", "H", "H", "H", "H", "H", "H", "H", "H", "H", "H", "H", "H", "H", "H", "H", "H", "H", "H", "H", "H", "H", "H", "H", "H", "H", "H", "H", "O", "S", "N", "N", "C", "O", "C", "C", "C", "N", "C", "C", "H", "H", "H", "H", "H", "H"],
  "xyz": [[0.16098, 0.37504, -0.04407], [-1.33528, -5.95472, -2.35216], [-2.31479, -4.97272, -3.02283], [-3.68759, -5.05489, -2.33664], [-2.47529, -5.35818, -4.49292], [-1.76889, -3.56913, -2.85401], [-1.58306, -3.06778, -1.52849], [-1.15220, -1.76694, -1.30132], [-1.00109, -1.18321, -0.07961], [-1.44135, -1.62218, 1.16763], [-2.54638, -2.40420, 1.39597], [-2.87091, -2.83731, 2.71487], [-2.07217, -2.40662, 3.77118], [-0.99420, -1.54906, 3.62609], [-0.69888, -1.07073, 2.28978], [0.14797, -0.15289, 2.07342], [-0.14403, -1.10536, 4.80171], [-0.58976, -1.76697, 6.10780], [-0.25560, 0.42248, 4.97449], [1.32263, -1.50188, 4.53791], [-4.05204, -3.74913, 2.98688], [-5.04739, -2.99863, 3.89187], [-3.54795, -5.01114, 3.71132], [-4.77031, -4.17929, 1.70847], [-0.68254, -0.96768, -2.42942], [-0.09202, 0.12842, -2.19847], [-0.87862, -1.47111, -3.76938], [-1.42977, -2.75693, -3.91370], [-0.46377, -0.64663, -4.96651], [-1.12552, 0.74457, -4.91345], [1.07623, -0.49945, -4.93180], [-0.85178, -1.31091, -6.29041], [-1.71474, -6.97042, -2.46446], [-1.22017, -5.76700, -1.28252], [-0.35002, -5.90762, -2.81728], [-4.08427, -6.06418, -2.44761], [-4.39817, -4.36106, -2.78874], [-3.63346, -4.84622, -1.26646], [-2.88462, -6.36549, -4.55624], [-1.51950, -5.36292, -5.01940], [-3.16488, -4.69144, -5.01393], [-1.71872, -3.74264, -0.69730], [-3.21697, -2.64776, 0.58656], [-2.31724, -2.74719, 4.76466], [-1.60696, -1.48521, 6.38708], [0.06906, -1.43474, 6.90886], [-0.52045, -2.85519, 6.06116], [-1.29639, 0.72533, 5.10912], [0.17452, 0.96012, 4.13286], [0.29133, 0.71124, 5.87222], [1.41922, -2.58246, 4.42034], [1.92571, -1.20564, 5.39608], [1.72368, -1.01103, 3.65374], [-4.59863, -2.72178, 4.84553], [-5.90020, -3.64479, 4.09996], [-5.41738, -2.09333, 3.40766], [-3.08259, -4.77900, 4.66856], [-2.82545, -5.55588, 3.10100], [-4.39192, -5.67210, 3.90840], [-5.18959, -3.33264, 1.15954], [-5.60175, -4.83238, 1.97052], [-4.11219, -4.74920, 1.04774], [-1.56994, -3.13066, -4.91384], [-0.75348, 1.34129, -4.08438], [-2.21225, 0.66047, -4.84536], [-0.89394, 1.27345, -5.83750], [1.41187, 0.02571, -4.04096], [1.38396, 0.07221, -5.80754], [1.56322, -1.47448, -4.97902], [-1.93104, -1.44941, -6.38026], [-0.35467, -2.27138, -6.43433], [-0.53689, -0.66376, -7.10760], [1.61357, 1.74743, -0.03459], [2.74568, 0.69739, -0.19449], [2.11844, -0.64666, -0.25179], [-4.34065, 5.69742, 1.48565], [-4.34020, 4.87063, 0.41773], [-5.13951, 4.91810, -0.48844], [-3.26253, 3.80328, 0.38194], [-2.94907, 3.27302, -0.86360], [-2.00707, 2.27338, -0.95275], [-1.39948, 1.77759, 0.13410], [-1.69380, 2.27749, 1.33910], [-2.61715, 3.29270, 1.50046], [-5.02342, 6.43881, 1.49433], [-3.55925, 5.77299, 2.11011], [-3.44948, 3.64949, -1.74466], [-1.71909, 1.84900, -1.90493], [-1.16619, 1.85683, 2.18429], [-2.83225, 3.64705, 2.49867]],
  "largest_force_ha_per_bohr": 0.0173,
  "multiplicity": 5,
  "charge": 2,
  "homo_lumo_gap_ev": [6.6, 5.6],
  "homo_ev": [-13.709, -14.684],
  "e_tot_ev": -64452.930
}

---

No. 4
{
  "formula": "C21H29F12HgN2O8S4",
  "method": "wB97M-V/def2-TZVPD",
  "elements": ["Hg", "C", "C", "C", "C", "C", "C", "C", "C", "C", "C", "C", "C", "C", "C", "C", "C", "C", "H", "H", "H", "H", "H", "H", "H", "H", "H", "H", "H", "H", "H", "H", "H", "H", "H", "H", "H", "H", "H", "H", "H", "H", "H", "H", "H", "H", "H", "F", "C", "F", "F", "S", "O", "O", "N", "S", "O", "O", "C", "F", "F", "F", "F", "C", "F", "F", "S", "O", "O", "N", "S", "O", "O", "C", "F", "F", "F"],
  "xyz": [[-0.43144, -0.04114, -1.33943], [-3.54426, 0.77722, 1.11411], [-3.65196, -0.52907, 0.74538], [-2.55227, -1.26177, 1.47702], [-1.80964, -0.29467, 2.14330], [-2.39482, 0.96081, 1.96702], [-1.96998, 2.27653, 2.55401], [-1.80541, 3.28622, 1.40189], [-0.63757, 2.15638, 3.29464], [-3.05994, 2.77307, 3.51598], [-2.31002, -2.74537, 1.71516], [-3.61506, -3.47114, 2.07641], [-1.62104, -3.41994, 0.51357], [-1.36425, -2.94760, 2.91056], [-4.73704, -0.96863, -0.23989], [-4.34566, -2.15884, -1.12293], [-5.02345, 0.18726, -1.21804], [-6.04557, -1.27140, 0.51198], [-4.18037, 1.58586, 0.78771], [-0.91562, -0.47291, 2.71841], [-1.07182, 2.90743, 0.68792], [-1.44214, 4.24091, 1.79236], [-2.75072, 3.45303, 0.88101], [0.13980, 1.79754, 2.61962], [-0.72066, 1.47327, 4.14408], [-0.33162, 3.13791, 3.66618], [-4.02646, 2.84083, 3.01047], [-2.79899, 3.76337, 3.90093], [-3.16450, 2.09025, 4.36330], [-4.35881, -3.41853, 1.28705], [-4.05200, -3.03401, 2.97972], [-3.40731, -4.52639, 2.27144], [-2.16410, -3.27478, -0.41629], [-1.52471, -4.49382, 0.70143], [-0.62510, -3.00536, 0.38502], [-1.73898, -2.44932, 3.80726], [-0.36336, -2.57967, 2.68278], [-1.27975, -4.01696, 3.12066], [-3.41263, -1.93619, -1.64520], [-5.12676, -2.33328, -1.86838], [-4.21664, -3.07970, -0.56217], [-4.09316, 0.52680, -1.67632], [-5.49684, 1.03567, -0.72130], [-5.70240, -0.15199, -2.00554], [-5.94066, -2.11926, 1.18943], [-6.84634, -1.49654, -0.20115], [-6.34452, -0.40454, 1.10528], [3.66499, 0.38011, -4.24352], [3.48708, 1.39333, -3.38254], [4.46256, 2.28847, -3.62384], [2.32493, 1.98223, -3.70007], [3.50737, 0.76166, -1.63068], [2.43945, -0.20251, -1.73961], [4.85533, 0.26157, -1.55419], [3.22692, 2.18880, -1.01091], [2.54053, 2.43425, 0.40462], [3.35474, 2.63733, 1.56950], [1.21794, 1.88449, 0.56198], [2.19240, 4.23432, 0.00538], [1.65799, 4.46451, -1.20042], [1.35893, 4.77517, 0.91559], [3.33584, 4.94623, 0.06706], [1.11570, -3.82560, -2.54658], [2.07858, -2.88881, -2.41542], [3.22568, -3.43249, -2.85999], [1.74350, -1.92435, -3.25099], [2.31006, -2.71296, -0.53111], [1.25933, -1.95611, 0.10225], [2.26671, -4.13516, -0.28513], [3.79962, -2.23402, -0.25220], [4.14933, -1.06284, 0.73909], [3.36808, 0.16229, 0.69420], [5.55477, -0.97815, 0.98226], [3.61743, -1.80292, 2.38242], [2.31174, -1.91387, 2.61980], [4.13741, -1.06002, 3.37702], [4.15330, -3.03060, 2.49616]],
  "largest_force_ha_per_bohr": 0.0536,
  "multiplicity": 2,
  "charge": -2,
  "homo_lumo_gap_ev": [7.0, 6.4],
  "homo_ev": [-2.979, -2.997],
  "e_tot_ev": -121732.941
}